[1]
DFT (the ωB97M-V functional and the def2-TZVPD basis) results for a 9-piece molecular cluster, C18H27N9 overall.

Geometry as XYZ:
```
54
C18H27N9 (the ωB97M-V functional and the def2-TZVPD basis)
C -4.08609 3.47054 1.74321
C -2.89925 2.75455 1.22706
N -1.98817 2.15622 0.86904
H -4.63783 2.70041 2.28090
H -4.68048 3.90302 0.94552
H -3.76833 4.25275 2.42651
C 1.90375 -3.12762 2.57315
C 0.46141 -3.13311 2.87345
N -0.65270 -3.10204 3.12495
H 2.10506 -2.45232 1.75228
H 2.14289 -4.16726 2.34936
H 2.43247 -2.85991 3.48490
C -3.08967 0.65854 -1.59926
C -3.25066 2.08178 -1.84232
N -3.39865 3.19144 -2.07690
H -3.33319 0.37594 -0.57521
H -2.04174 0.42359 -1.77438
H -3.77076 0.02963 -2.17304
C 0.22610 4.20936 -1.20636
C 0.62813 3.97328 0.18293
N 0.95651 3.74848 1.25942
H 0.51359 5.20261 -1.53853
H -0.85872 4.13884 -1.31027
H 0.64116 3.41736 -1.82554
C -1.56309 -3.46088 -3.47126
C -2.76737 -4.27042 -3.72880
N -3.68524 -4.93253 -3.91676
H -1.24943 -3.51357 -2.43306
H -1.76506 -2.43976 -3.77729
H -0.85816 -4.00285 -4.10726
C 0.25893 -0.13424 -3.92743
C 0.35730 1.32719 -4.03287
N 0.37934 2.47662 -4.05066
H 1.19309 -0.58783 -3.58318
H -0.15209 -0.62248 -4.79913
H -0.26013 -0.35964 -2.99023
C 2.72178 0.77303 6.22771
C 2.58386 0.36430 4.83410
N 2.49624 0.02987 3.74131
H 1.76900 0.92655 6.73537
H 3.22228 1.74089 6.20932
H 3.22599 0.00672 6.81105
C 0.60852 0.19021 1.13447
C 0.28424 -0.63574 -0.02543
N 0.02709 -1.34426 -0.89123
H -0.01104 -0.13710 1.97068
H 0.55624 1.25291 0.93925
H 1.60064 -0.10631 1.48224
C 3.67236 -1.95142 -1.04179
C 3.31823 -3.30472 -0.64912
N 3.04517 -4.36118 -0.29248
H 4.74060 -1.87937 -1.27012
H 3.49701 -1.19682 -0.27960
H 3.19888 -1.69326 -1.98867
```

Kohn-Sham gap (eV): 11.723
LUMO energy (eV): 0.32
Total charge: 0
E_HOMO (eV): -11.40
E_tot (Eh): -1194.7894
Energy relative to the best compared isomer or geometry (same formula, charge and spin) (kcal/mol): 16.47
SMILES: CC#N.CC#N.CC#N.CC#N.CC#N.CC#N.CC#N.CC#N.CC#N

[2]
DFT (the ωB97M-V functional and the def2-TZVPD basis) results for a 2-piece molecular cluster, C4H12 overall.

Geometry as XYZ:
```
16
C4H12 (the ωB97M-V functional and the def2-TZVPD basis)
C -2.58313 -0.35717 1.10946
C -1.67502 -1.54452 0.81190
H -2.86411 -0.32409 2.21269
H -2.30422 0.58893 0.77111
H -3.62934 -0.62950 0.57055
H -1.87210 -1.73340 -0.22693
H -2.19177 -2.39149 1.41699
H -0.64887 -1.45698 1.16393
C 2.63992 0.87520 -0.38427
C 1.66287 1.06751 -1.56718
H 2.94540 1.70146 0.19132
H 2.46004 0.09276 0.36237
H 3.52565 0.36005 -0.76322
H 2.03302 0.51591 -2.47966
H 1.66369 2.13624 -1.60805
H 0.61479 0.89400 -1.43059
```

Kohn-Sham gap (eV): 12.405
LUMO energy (eV): 1.06
Total charge: 0
E_HOMO (eV): -11.35
E_tot (Eh): -159.5401
Energy relative to the best compared isomer or geometry (same formula, charge and spin) (kcal/mol): 28.19
SMILES: CC.CC